Entry 1:
Computed, not measured: a cluster of 3 separate species, C12H24N3O6 in total, with the ωB97M-V functional and the def2-TZVPD basis.

Structure (ORCA input):
```
! RIJCOSX wB97M-V def2-TZVPD def2/J DEFGRID3
* xyz 1 1
H 5.599 -3.463 -1.275
H -0.825 1.220 2.512
H -1.633 5.463 -0.838
H 3.016 -1.595 2.343
H 4.268 -1.615 -3.354
C -1.799 -3.983 1.125
C 4.391 -2.583 -2.860
C 4.194 -1.701 0.029
H 0.126 1.795 1.130
H -2.232 -4.941 1.423
H -4.090 6.099 -1.068
C -0.566 1.019 1.468
H 2.977 0.178 2.380
O 0.082 -0.244 1.329
H -2.988 1.436 -0.579
C 5.468 -2.505 -1.791
H 4.643 -3.337 -3.611
C -3.605 2.424 -0.757
H 0.145 -4.435 1.903
H -2.580 -3.220 1.199
H 2.006 -0.678 1.166
O 3.522 -2.722 0.095
H -0.281 3.912 -2.035
O -1.699 -1.191 2.430
C -4.208 4.912 -1.020
C -5.223 2.622 -1.075
C -0.600 -3.639 1.994
H -1.496 4.337 0.707
O 4.047 -0.606 0.817
N -5.516 4.118 -1.214
H -1.458 1.050 0.834
H -6.459 4.538 -1.387
H 3.418 -2.844 -2.431
H -0.872 -3.571 3.053
N -3.103 3.869 -0.752
H -5.992 1.715 -1.159
H -1.509 -4.033 0.072
C -0.631 -1.282 1.837
H 6.423 -2.262 -2.265
H -0.841 2.494 -1.201
N -0.603 3.507 -1.128
O 0.031 -2.431 1.554
C 2.948 -0.696 1.723
C -1.689 4.329 -0.471
O 5.194 -1.458 -0.853
*
```

Properties
Frontier orbital gap in eV: 7.6
E in eV: -29576.686
E_HOMO in eV: -12.1

Entry 2:
Computed, not measured: a cluster of 2 separate species, C3H9NO3 in total, with the ωB97M-V functional and the def2-TZVPD basis.

Structure (ORCA input):
```
! RIJCOSX wB97M-V def2-TZVPD def2/J DEFGRID3
* xyz 0 1
C -1.697 1.296 1.927
O 3.271 -5.175 -1.601
C 0.309 1.109 -0.271
H 0.650 0.590 0.691
H -1.191 1.571 -1.407
H -1.990 0.306 2.284
H -2.312 1.970 2.506
H -0.645 1.520 2.198
O -3.091 2.084 0.176
H 0.362 -0.150 -1.770
O 0.978 0.463 -1.354
H 3.792 -5.990 -1.360
H 3.843 -4.455 -1.895
C -2.034 1.614 0.519
H 0.865 2.051 -0.203
N -1.110 1.197 -0.439
*
```

Properties
Frontier orbital gap in eV: 10.6
ΔE to the lowest compared entry with this formula, charge and spin in kcal/mol: 34.5
E in eV: -10889.086
E_HOMO in eV: -9.9
SMILES: CC(=O)NCO.O

Entry 3:
Computed, not measured: a cluster of 2 separate species, C6H12O in total, with the ωB97M-V functional and the def2-TZVPD basis.

Structure (ORCA input):
```
! RIJCOSX wB97M-V def2-TZVPD def2/J DEFGRID3
* xyz 0 1
H -0.725 -1.745 1.975
H 1.833 0.809 2.453
H 1.634 -0.183 1.184
C -0.351 -1.188 -0.092
H 1.205 -1.081 -1.479
H 0.970 1.022 -0.739
H -0.814 -3.088 0.849
O 1.970 0.653 1.523
C -0.867 0.171 -0.244
H -2.110 -1.990 0.833
C -1.031 -2.025 0.971
H 0.045 2.652 -2.314
H 1.419 -2.386 -0.249
C -0.107 1.177 -0.689
H -0.153 3.310 -0.660
C 0.771 -1.629 -0.665
H -1.467 2.632 -1.519
C -0.393 2.486 -1.342
H -1.829 0.403 0.205
*
```

Properties
Frontier orbital gap in eV: 9.2
ΔE to the lowest compared entry with this formula, charge and spin in kcal/mol: 48.6
E in eV: -8462.246
E_HOMO in eV: -8.5
SMILES: C=C(C)/C=C/C.O

Entry 4:
Computed, not measured: the molecule C2H4N6, with the ωB97M-V functional and the def2-TZVPD basis.

Structure (ORCA input):
```
! RIJCOSX wB97M-V def2-TZVPD def2/J DEFGRID3
* xyz 0 1
C 1.248 -1.238 -0.146
H 1.773 0.451 0.868
N -1.882 0.258 0.140
N -1.070 -1.774 -0.057
H -0.974 2.265 0.247
N -2.098 -1.020 0.313
N -0.077 -0.721 -0.327
H 1.202 -2.259 -0.451
C -0.608 0.542 -0.121
N -0.045 1.701 -0.030
H 0.433 2.222 -0.827
N 2.099 -0.428 0.391
*
```

Properties
Frontier orbital gap in eV: 10.3
ΔE to the lowest compared entry with this formula, charge and spin in kcal/mol: 51.4
E in eV: -11075.985
E_HOMO in eV: -10.0
SMILES: [H]/N=C\n1nnnc1N

Entry 5:
Computed, not measured: a cluster of 2 separate species, C19H24N3O8P in total, with the ωB97M-V functional and the def2-TZVPD basis.

Structure (ORCA input):
```
! RIJCOSX wB97M-V def2-TZVPD def2/J DEFGRID3
* xyz 0 1
H -2.907 2.352 -3.825
P 2.231 -4.172 3.066
H 4.973 -0.134 -0.943
C 1.177 0.622 1.368
O 2.043 -4.239 4.518
C -4.122 4.432 -4.497
C 0.261 1.095 -0.846
C -6.232 1.642 -0.210
H 1.903 -1.063 1.987
C 0.396 1.664 1.908
H -1.095 3.178 1.499
H -5.226 1.874 -2.075
H 5.307 -1.783 2.987
H 2.776 -6.036 -0.548
H -6.356 2.529 0.415
C 5.228 -0.844 1.061
H 1.702 -0.466 -0.426
C 3.806 -3.040 0.163
O 3.426 -5.469 -0.104
O -3.571 2.042 0.557
H 4.529 -3.899 3.476
C 4.965 -1.872 1.959
H -4.764 3.707 -4.992
C -1.449 2.940 -1.209
H 5.772 0.041 1.373
H 4.255 -5.058 2.189
C -0.537 2.125 -0.303
H -2.397 1.194 -1.963
C 3.960 -4.078 2.563
O 1.971 -0.120 2.184
C 4.250 -2.995 1.525
C 3.021 -4.201 -0.381
H -3.187 4.541 -5.043
O 2.027 -3.976 -1.058
H -0.853 3.241 -2.072
O 1.549 -5.511 2.649
H -7.135 1.490 -0.802
H -6.074 0.780 0.440
C 4.772 -0.944 -0.248
H 0.584 -3.026 2.938
C -3.827 3.971 -3.088
C -2.711 2.205 -1.708
N 4.084 -2.009 -0.675
H 0.220 0.880 -1.903
H -1.752 3.854 -0.696
N -3.174 2.813 -2.971
C 1.107 0.336 -0.013
H 0.443 1.868 2.967
O -4.194 4.646 -2.139
C -3.821 2.014 -0.643
H -4.628 5.396 -4.450
H 1.375 -5.838 3.548
C -0.467 2.405 1.076
N -5.073 1.820 -1.082
O 1.439 -2.922 2.497
*
```

Properties
Frontier orbital gap in eV: 8.0
ΔE to the lowest compared entry with this formula, charge and spin in kcal/mol: 14.9
E in eV: -50234.935
E_HOMO in eV: -8.1
SMILES: CNC(=O)[C@H](Cc1ccc(O)cc1)NC(C)=O.O=C(O)c1ncccc1CP(=O)(O)O

Entry 6:
Computed, not measured: the molecule C12H24N2, with the ωB97M-V functional and the def2-TZVPD basis.

Structure (ORCA input):
```
! RIJCOSX wB97M-V def2-TZVPD def2/J DEFGRID3
* xyz 0 1
H 1.396 1.326 4.418
C 1.246 1.761 2.324
C 2.048 -0.415 3.375
H 2.089 -0.933 4.337
H -2.385 -0.219 0.214
N -1.665 -0.023 -3.080
H -1.951 1.239 -0.720
C 0.144 -0.020 0.789
C -0.267 -0.380 -2.933
H 2.403 -2.200 2.258
H -0.577 -0.459 1.489
H 0.694 2.005 0.276
C 0.312 1.470 1.147
H -0.135 -1.476 -2.871
C 1.441 -0.831 0.914
C -1.830 0.144 -0.654
H -2.361 -1.584 -1.827
N -0.442 -0.246 -0.527
H -0.679 1.874 1.370
H -3.451 -0.186 -2.036
H 0.199 1.356 -1.773
H 0.280 -0.012 -3.805
H 0.088 0.466 3.615
H -1.662 -0.127 -5.152
C 1.123 0.794 3.503
H 3.058 -0.058 3.157
C -2.406 -0.483 -1.921
H -2.200 -1.632 -4.370
H 1.375 -1.655 0.200
H 0.703 -1.912 2.613
H 1.348 0.005 -1.563
C 1.632 -1.426 2.308
H 2.283 1.758 1.982
C 0.294 0.261 -1.667
H 2.307 -0.224 0.648
C -2.224 -0.531 -4.312
H -3.260 -0.202 -4.395
H 1.031 2.776 2.668
*
```

Properties
Frontier orbital gap in eV: 9.3
ΔE to the lowest compared entry with this formula, charge and spin in kcal/mol: 0.0
E in eV: -15813.542
E_HOMO in eV: -8.2
SMILES: CN1CCN(C2CCCCCC2)CC1

Entry 7:
Computed, not measured: a structure of composition C10H13CuNO5, with the ωB97M-V functional and the def2-TZVPD basis.

Structure (ORCA input):
```
! RIJCOSX wB97M-V def2-TZVPD def2/J DEFGRID3
* xyz 2 2
H -2.425 -0.731 -0.705
H -3.591 0.056 2.667
O -0.478 -0.066 -3.697
O 3.529 0.568 0.649
H 2.233 0.040 -3.739
C -3.006 -0.884 2.740
H 1.759 1.776 -3.429
C -1.282 -0.267 1.040
C 0.665 2.417 -1.123
C 2.017 0.809 -2.949
H 0.101 -0.237 3.361
H -2.049 1.030 -0.468
H 0.005 -1.917 2.783
C -2.353 0.093 0.041
H -3.531 -1.695 2.192
H -2.957 -1.171 3.803
N -1.624 -0.704 2.266
O 1.340 -2.580 -2.027
C -0.568 -1.077 3.176
C 0.112 0.192 -2.723
O 0.981 3.449 -0.761
H -1.010 -1.379 4.120
C 3.037 0.880 -1.860
H 3.754 0.012 -1.885
H -3.324 0.221 0.556
O -0.058 -0.214 0.718
Cu 0.895 0.257 -0.996
C 2.691 0.718 -0.167
C 1.603 -1.490 -1.801
H 3.535 1.893 -1.782
*
```

Properties
<S²>: 0.817
Frontier orbital gap (alpha / beta) in eV: 5.4 / 5.6
ΔE to the lowest compared entry with this formula, charge and spin in kcal/mol: 21.5
E in eV: -66925.404
E_HOMO (alpha / beta) in eV: -16.3 / -16.3

Entry 8:
Computed, not measured: a structure of composition C27H48OP2Re, with the ωB97M-V functional and the def2-TZVPD basis.

Structure (ORCA input):
```
! RIJCOSX wB97M-V def2-TZVPD def2/J DEFGRID3
* xyz 2 4
H 1.669 -1.817 4.458
C -0.508 0.185 2.933
C -1.195 1.348 5.464
C 0.850 -2.375 4.926
H -0.174 -2.254 -5.274
H 2.328 1.696 -3.972
H -1.131 2.543 -5.414
C 0.680 2.743 -1.115
C -0.527 1.650 3.129
C 1.625 -3.306 -3.307
Re -0.028 -1.901 0.625
H 1.786 3.156 3.433
C -0.465 -2.089 4.185
H -0.001 4.557 3.445
H -1.630 -3.867 4.704
H -1.571 4.185 2.695
H 0.171 0.077 -5.702
H -0.191 2.503 1.175
H 1.990 3.596 1.733
H -1.807 2.900 -3.800
C -0.660 2.650 -1.357
C 1.647 -2.882 1.384
H 2.077 0.101 -2.369
C -0.486 4.159 2.537
H 2.391 -2.555 -3.552
C 1.405 2.284 -3.976
C -1.655 -2.783 4.871
H 1.300 2.800 -4.937
C 1.566 2.842 2.404
C 1.599 1.566 -0.770
P -0.036 1.217 -3.713
H -2.593 -2.383 4.465
C -1.545 1.349 -1.209
H -2.171 -3.525 -3.126
C -1.027 -0.015 5.353
C -1.445 2.094 -4.456
H -1.240 -2.264 -0.901
C 0.398 -0.252 -4.675
H 1.626 -1.739 -1.098
H -1.068 3.225 4.501
C 1.282 0.344 -1.634
C -0.618 -1.426 -1.544
H -0.246 4.862 1.729
C -1.644 -0.245 -1.804
H 2.066 1.885 2.244
H -0.385 -2.483 3.156
H -1.501 1.814 6.397
C -0.950 2.149 4.357
H -1.691 1.161 -0.130
H 1.107 -3.441 4.917
H 1.191 3.665 -1.343
C 0.055 2.743 2.218
C -1.157 -3.920 -3.053
H 1.661 1.325 0.310
H 1.477 -3.938 -4.204
H -0.926 -4.471 -3.969
H 2.402 -3.329 0.714
H -1.912 -0.271 -2.871
H 0.343 0.611 -2.213
H 1.483 -0.418 -4.564
H 0.795 -2.060 5.977
C -0.361 -1.571 -4.422
O -0.346 -0.457 1.759
H 1.450 -3.606 2.194
H -2.565 -0.545 -1.266
C -0.700 -0.594 4.123
H -1.144 -0.636 6.250
H -1.094 -4.616 -2.216
H 2.018 -3.963 -2.520
H -2.504 1.754 -1.594
H 1.498 3.048 -3.198
P 0.006 -2.554 -2.857
H -1.449 -1.403 -4.400
H 2.122 -2.010 1.877
H -1.270 3.585 -1.337
C 0.860 -0.946 -1.002
H 2.645 1.750 -1.074
H -2.285 1.411 -4.662
H -1.668 -2.619 5.958
*
```

Properties
<S²>: 3.779
Frontier orbital gap (alpha / beta) in eV: 6.3 / 4.6
ΔE to the lowest compared entry with this formula, charge and spin in kcal/mol: 29.2
E in eV: -51508.166
E_HOMO (alpha / beta) in eV: -12.4 / -12.6

Entry 9:
Computed, not measured: a cluster of 2 separate species, C9H14 in total, with the ωB97M-V functional and the def2-TZVPD basis.

Structure (ORCA input):
```
! RIJCOSX wB97M-V def2-TZVPD def2/J DEFGRID3
* xyz -1 2
H -0.935 3.040 -3.528
C -0.210 -1.554 -0.537
H 0.377 -4.351 1.318
H 1.137 3.179 -2.435
C 0.256 3.033 -1.814
H -0.095 0.484 0.149
H -0.179 -1.401 -1.619
C -0.155 -2.919 -0.256
H 0.524 -0.409 3.730
C 0.468 -2.333 2.010
H -0.637 0.642 2.926
H -1.743 2.354 -2.071
H -0.013 4.032 -1.457
H 1.010 -2.625 2.906
H -0.667 1.396 -3.159
C -0.137 -0.571 0.418
C 0.172 -0.968 1.749
C 0.165 -3.312 1.076
C -0.843 2.354 -2.679
H 0.376 2.492 -0.877
H 0.948 0.954 2.468
C 0.310 0.086 2.778
H -0.132 -3.602 -1.095
*
```

Properties
<S²>: 0.761
Frontier orbital gap (alpha / beta) in eV: 2.6 / 6.8
ΔE to the lowest compared entry with this formula, charge and spin in kcal/mol: 18.5
E in eV: -9557.997
E_HOMO (alpha / beta) in eV: 1.0 / -3.3

Entry 10:
Computed, not measured: a structure of composition C3H5CuLiO3, with the ωB97M-V functional and the def2-TZVPD basis.

Structure (ORCA input):
```
! RIJCOSX wB97M-V def2-TZVPD def2/J DEFGRID3
* xyz 0 2
C -0.089 -0.783 -1.124
H 2.003 -1.049 1.137
H 2.424 0.074 -0.172
H -1.195 0.918 1.771
Cu -2.387 0.893 -2.040
C 1.607 -0.485 0.290
O -0.370 0.323 -0.423
C 0.440 0.416 0.725
Li -3.815 0.192 -0.030
H 0.430 0.277 1.808
O -0.735 -1.023 -2.135
H 0.688 1.608 0.823
O 0.998 -1.361 -0.629
*
```

Properties
<S²>: 0.815
Frontier orbital gap (alpha / beta) in eV: 5.9 / 4.3
ΔE to the lowest compared entry with this formula, charge and spin in kcal/mol: 119.7
E in eV: -54172.449
E_HOMO (alpha / beta) in eV: -6.4 / -5.5

Entry 11:
Computed, not measured: a structure of composition C16H43MgO10S6, with the ωB97M-V functional and the def2-TZVPD basis.

Structure (ORCA input):
```
! RIJCOSX wB97M-V def2-TZVPD def2/J DEFGRID3
* xyz 1 1
H -0.509 1.196 -1.726
H -0.587 1.358 2.513
O -4.793 -0.843 2.049
H 1.819 -3.776 3.620
C -0.253 2.301 2.946
H -0.574 -0.040 1.149
O 0.217 -2.117 -1.619
S 3.835 -0.585 1.854
O 1.549 4.168 2.622
C 3.114 0.056 3.459
C 0.860 -3.258 3.659
H 1.154 -2.209 3.671
C 3.736 -1.625 -3.232
C -4.635 0.588 2.030
C 3.887 1.051 -2.974
H -2.160 1.303 -2.348
H -2.218 -2.104 1.636
H 0.449 -3.619 4.602
O 2.167 -0.325 -1.378
H 5.109 1.436 1.659
H 1.591 2.809 -2.287
H 1.408 2.314 -3.967
O -6.362 -2.416 1.607
H 3.532 1.653 0.902
C -1.471 -2.234 2.418
H 4.640 0.714 -2.260
H -3.175 2.070 1.629
H -1.041 -1.277 2.713
C 0.219 3.231 0.464
H -2.542 0.420 1.914
C -5.967 -1.246 1.595
C -1.108 1.408 -2.612
C -3.303 1.012 1.404
C 4.382 0.977 0.989
H 4.350 1.060 -3.960
O 2.813 -1.180 0.923
H 3.165 -0.797 4.136
H -6.480 1.742 1.750
H 0.236 -2.600 -4.176
H -1.047 3.041 3.041
H 3.571 2.001 -2.542
C 1.082 3.041 -3.223
H -0.385 -4.268 -4.369
C 0.157 -3.585 -3.715
H 3.804 0.827 3.802
H -0.201 2.254 0.226
H -1.910 -1.360 -3.059
H 4.543 -1.771 -2.514
Mg 1.265 -1.507 -0.228
H 3.119 -2.506 -3.407
S -0.108 -3.478 2.095
C -5.866 0.982 1.268
O -6.591 -0.230 0.986
H -2.074 -2.716 3.187
O 0.042 -0.257 0.422
O -1.215 4.098 -2.234
H -0.692 3.816 0.588
H 1.414 4.018 -3.573
H 2.063 0.325 3.351
O 0.821 -2.821 1.077
S 2.565 -0.208 -2.855
C -2.174 -2.384 -2.795
H 0.908 3.501 -0.337
H -4.753 0.936 3.056
H -3.222 1.005 0.317
H 1.110 -4.078 -3.526
H 4.208 -1.580 -4.213
H 4.872 0.765 0.038
H -5.712 1.346 0.252
H -2.628 -2.872 -3.658
S 1.190 2.871 1.931
H -0.793 0.672 -3.352
S -0.720 -3.249 -2.123
H -2.929 -2.370 -2.010
H 0.003 2.046 3.975
S -0.775 3.082 -3.253
*
```

Properties
Frontier orbital gap in eV: 8.4
ΔE to the lowest compared entry with this formula, charge and spin in kcal/mol: 56.8
E in eV: -108212.607
E_HOMO in eV: -10.7

Entry 12:
Computed, not measured: the molecule C4H5NO2, with the ωB97M-V functional and the def2-TZVPD basis.

Structure (ORCA input):
```
! RIJCOSX wB97M-V def2-TZVPD def2/J DEFGRID3
* xyz 0 1
H -0.137 -0.841 -1.936
C -1.646 -0.114 -0.845
C 0.192 -0.011 0.066
O -2.766 0.139 -0.714
C -0.229 -1.035 0.920
O -1.184 -1.795 0.632
C 1.251 1.020 0.259
H 0.883 2.042 0.116
H 1.631 0.950 1.284
H 2.106 0.882 -0.418
H 0.293 -1.131 1.887
N -0.426 -0.127 -1.263
*
```

Properties
Frontier orbital gap in eV: 8.4
ΔE to the lowest compared entry with this formula, charge and spin in kcal/mol: 65.6
E in eV: -9811.470
E_HOMO in eV: -8.0

F_max values, unit eV/A, following the record order: 6.98, 3.50, 2.76, 8.30, 2.62, 0.36, 6.65, 3.95, 1.88, 6.17, 3.74, 1.20.